1.
# C5H14NO2

A molecular structure, C5H14NO2 (wB97M-V/def2-TZVPD, the Open Molecules 2025 dataset).

Summary:
Net charge   -1
HOMO energy   -0.137 Eh
LUMO level   0.12895 Eh

Each line ends with the natural charge from an NBO analysis.
CARTESIAN COORDINATES (ANGSTROEM)
O  0.4672  -0.3357  4.0937  -1.129
O  -0.2977  -0.5810  1.7537  -0.889
N  0.8786  0.6624  0.1606  -0.660
C  -0.4967  -0.6152  -2.4453  -0.401
C  -1.1274  -0.1399  -1.1787  -0.467
C  -0.3727  0.9223  -0.4225  -0.249
C  0.8283  -0.5241  0.9173  0.090
C  -0.0597  0.5377  -3.3486  -0.613
H  -0.3329  1.9435  -0.8702  0.159
H  0.3763  -1.2550  -2.1666  0.199
H  -2.1587  0.2267  -1.2137  0.194
H  -1.0416  -0.8496  -0.3666  0.261
H  0.0719  -0.5339  2.9732  0.509
H  0.5083  0.7627  4.3529  0.409
H  0.2523  0.4150  -4.3895  0.195
H  1.6619  -0.4926  1.5678  0.153
H  -0.8206  1.0473  0.5385  0.256
H  -1.2025  -1.2452  -3.0089  0.189
H  0.7331  1.1164  -2.8891  0.203
H  1.8107  0.6353  -0.3471  0.331
H  0.9187  -1.3743  0.2278  0.070
H  -0.9141  1.2157  -3.4456  0.191



2.
# C5H14NO2

4 unconnected molecules or ions with the total composition C5H14NO2 (wB97M-V/def2-TZVPD, the Open Molecules 2025 dataset).

Summary:
2S+1   2
HOMO energy (spin up / spin down)   -0.336 / -0.333 Eh
LUMO level (spin up / spin down)   0.01658 / -0.11765 Eh

Each line ends with the Mulliken spin population.
CARTESIAN COORDINATES (ANGSTROEM)
O  0.8204  0.8696  -1.9363  -0.002
O  -1.1507  1.1174  -0.1710  0.919
N  -3.8822  0.2368  0.6483  0.016
C  2.5378  -0.2134  0.9594  -0.002
C  0.6385  -1.5126  -0.1771  0.003
C  1.0746  -0.5746  0.9060  0.049
C  -0.6651  -1.7853  -0.3155  0.043
C  3.0892  0.8159  0.3296  0.006
H  -1.4234  -1.1971  0.1822  -0.005
H  -4.2726  0.7945  1.3893  -0.001
H  -4.5114  0.1929  -0.1404  -0.001
H  -3.0084  0.6205  0.3097  -0.003
H  0.7741  1.0397  -2.8844  0.001
H  -1.0289  -2.4747  -1.0613  0.000
H  3.1343  -0.7161  1.7228  0.004
H  0.5060  0.3738  0.7478  0.000
H  2.5881  1.3173  -0.4899  0.000
H  1.3051  -1.9192  -0.9250  -0.001
H  -0.0326  0.8363  -1.4774  -0.003
H  4.1009  1.1018  0.5659  0.000
H  0.7663  -0.9883  1.8653  0.003
H  -1.3600  2.0648  -0.0481  -0.027



3.
# C5H14NO2

3 unconnected molecules or ions with the total composition C5H14NO2 (wB97M-V/def2-TZVPD, the Open Molecules 2025 dataset).

Summary:
2S+1   2
HOMO energy (spin up / spin down)   -0.296 / -0.325 Eh
LUMO level (spin up / spin down)   0.03318 / -0.00527 Eh

Each line ends with the Mulliken spin population.
CARTESIAN COORDINATES (ANGSTROEM)
O  -3.3026  0.5256  -1.6138  0.000
O  -0.4476  0.3518  2.5351  0.029
N  -0.3444  1.4278  -1.1016  0.180
C  -0.8939  2.2282  -0.0790  0.802
C  1.3317  -1.9145  -0.2752  -0.001
C  1.0970  -0.5268  -0.7743  -0.008
C  -0.0832  0.0685  -0.7444  -0.007
C  2.1104  -1.9271  1.0319  0.001
H  -0.9685  0.6611  3.2870  -0.008
H  1.6073  -1.3276  1.7909  0.000
H  -0.4843  1.0776  1.8883  -0.023
H  0.4557  1.8577  -1.5444  -0.019
H  1.9424  0.0283  -1.1473  -0.001
H  -3.8005  0.8509  -2.3725  0.001
H  0.3586  -2.3955  -0.1264  0.000
H  -0.4196  3.1953  -0.0503  0.018
H  1.8586  -2.5017  -1.0200  0.001
H  -0.9402  -0.4664  -0.3620  -0.005
H  -1.9711  2.2125  -0.0358  0.038
H  3.1113  -1.5110  0.9197  0.001
H  2.2579  -2.9386  1.4108  0.000
H  -2.4749  1.0238  -1.6164  0.001



The following max |F| values (in Eh/bohr) correspond, in order, to the records above: 0.1013; 0.0263; 0.0255.
The following electronic energy values (in eV) correspond, in order, to the records above: -10995.6645; -10992.6953; -10994.7257.
The following energy relative to the best compared isomer or geometry (same formula, charge and spin) values (in kJ/mol) correspond, in order, to the records above: 187.30; 215.23; 19.32.